1.
Computed, not measured: a cluster of 2 separate species, C6H13NO2 in total, with ωB97M-V/def2-TZVPD.

- DFT total energy (Ha) = -441.5981
- HOMO energy (eV) = -8.9
- SMILES = C=C[C@H](C)NC.O=CO
- frontier orbital gap (eV) = 9.7
- lowest unoccupied orbital energy (Ha) = 0.0313
- energy relative to the best compared isomer or geometry (same formula, charge and spin) (eV) = 2.2284

XYZ file:
```
22
C6H13NO2 | the OMol25 dataset | ωB97M-V/def2-TZVPD
C -0.05 1.90 -0.14
N 0.57 0.60 -0.32
C 0.10 -0.09 -2.17
O 1.01 -1.11 -2.23
O 0.15 0.87 -2.91
H 1.69 -0.86 -2.87
H 1.58 0.71 -0.38
H 0.17 2.50 -1.02
H -1.13 1.77 -0.08
H 0.30 2.43 0.75
C 0.87 -0.01 2.16
C -1.73 -1.66 0.11
C 0.30 -0.45 0.81
C -1.15 -0.73 0.88
H 0.83 -1.33 0.44
H -1.76 -0.01 1.41
H -2.78 -1.87 0.18
H -0.85 -0.51 -1.76
H 1.92 0.28 2.06
H 0.81 -0.84 2.86
H 0.31 0.83 2.57
H -1.14 -2.44 -0.34
```

Results of the Mulliken charge analysis, in e, for atoms 1 through 5: number 1, C, carries -1.0147; number 2, N, carries -0.2892; number 3, C, carries 0.4103; number 4, O, carries -0.4420; number 5, O, carries -0.6335



2.
Computed, not measured: a cluster of 2 separate species, C28H26NO9 in total, with ωB97M-V/def2-TZVPD.

- DFT total energy (Ha) = -1814.5913
- total charge = -1
- HOMO energy (eV) = -4.2
- frontier orbital gap (eV) = 5.8
- lowest unoccupied orbital energy (Ha) = 0.0606

XYZ file:
```
64
C28H26NO9 | the OMol25 dataset | ωB97M-V/def2-TZVPD
C 0.56 -3.60 2.72
C -0.76 -2.85 2.89
C -1.57 -3.48 4.03
O -0.58 -1.49 3.29
C 0.04 -0.71 2.34
O 0.87 0.10 2.72
C -0.33 -0.96 0.97
C 0.51 -0.29 -0.03
C 1.90 -0.93 -0.12
C 2.08 -2.02 -0.98
C 3.36 -2.55 -1.14
C 4.44 -2.05 -0.39
C 5.77 -2.53 -0.65
N 6.85 -2.93 -0.87
C 4.22 -1.05 0.56
C 2.93 -0.52 0.73
C -1.09 -2.13 0.63
O -1.33 -2.48 -0.52
O -1.55 -2.89 1.69
H 1.21 -3.15 1.95
H 1.07 -3.59 3.69
H 0.34 -4.64 2.45
H -2.47 -2.89 4.20
H -1.84 -4.51 3.80
H -0.96 -3.47 4.93
H -0.01 -0.36 -0.99
H 0.61 0.75 0.32
H 1.22 -2.43 -1.51
H 3.53 -3.36 -1.85
H 5.04 -0.68 1.18
H 2.73 0.20 1.53
C -3.99 5.39 -4.50
O -3.64 4.86 -3.21
C -3.49 3.53 -2.95
C -3.01 3.18 -1.66
C -2.94 1.87 -1.28
C -3.55 0.85 -2.05
C -3.78 -0.47 -1.49
C -4.91 -1.19 -1.77
C -5.07 -2.59 -1.26
O -4.31 -3.12 -0.48
O -6.19 -3.29 -1.67
C -6.92 -2.75 -2.78
C -6.17 -2.89 -4.09
C -8.26 -3.49 -2.89
O -7.24 -1.37 -2.50
C -6.21 -0.53 -2.19
O -6.41 0.66 -2.19
C -3.94 1.20 -3.37
C -3.86 2.50 -3.85
H -3.83 6.46 -4.36
H -3.34 5.02 -5.31
H -5.05 5.20 -4.73
H -2.72 4.00 -1.00
H -2.46 1.59 -0.33
H -3.05 -0.94 -0.83
H -5.23 -2.33 -4.09
H -5.97 -3.95 -4.25
H -6.81 -2.52 -4.89
H -8.86 -3.35 -1.99
H -8.82 -3.11 -3.75
H -8.08 -4.56 -3.05
H -4.29 0.40 -4.04
H -4.16 2.73 -4.88
```

Results of the Mulliken charge analysis, in e, for atoms 1 through 5: number 1, C, carries -1.1592; number 2, C, carries 1.3915; number 3, C, carries -1.8257; number 4, O, carries -0.3866; number 5, C, carries 0.3613



3.
Computed, not measured: an isolated molecule of C3H4BrFO, with ωB97M-V/def2-TZVPD.

- DFT total energy (Ha) = -2865.6517
- HOMO energy (spin up / spin down) (eV) = -7.7 / -8.1
- frontier orbital gap (spin up / spin down) (eV) = 7.1 / 7.6
- lowest unoccupied orbital energy (spin up / spin down) (Ha) = -0.0215 / -0.0194
- energy relative to the best compared isomer or geometry (same formula, charge and spin) (eV) = 4.8469

XYZ file:
```
10
C3H4BrFO | the OMol25 dataset | ωB97M-V/def2-TZVPD
C 0.57 0.92 -0.30
C 0.78 2.09 0.66
C -1.73 -2.12 0.29
O 0.83 0.89 -1.47
F -0.24 2.12 1.55
Br -0.59 -0.65 0.74
H 0.83 3.03 0.16
H 1.65 1.91 1.18
H -1.22 -2.77 -0.56
H -2.60 -1.63 -0.06
```

Results of the Mulliken charge analysis, in e, for atoms 1 through 5: number 1, C, carries 0.3912; number 2, C, carries -0.1651; number 3, C, carries -0.7062; number 4, O, carries -0.4025; number 5, F, carries -0.2487



4.
Computed, not measured: an isolated molecule of C4H7NO3, with ωB97M-V/def2-TZVPD.

- DFT total energy (Ha) = -437.0899
- HOMO energy (eV) = -9.8
- SMILES = C/C(O)=N/CC(=O)O
- frontier orbital gap (eV) = 10.3
- lowest unoccupied orbital energy (Ha) = 0.0200
- energy relative to the best compared isomer or geometry (same formula, charge and spin) (eV) = 1.4557

XYZ file:
```
15
C4H7NO3 | the OMol25 dataset | ωB97M-V/def2-TZVPD
C 0.66 2.39 0.52
C 0.25 1.02 0.07
N -0.96 0.64 0.09
C -1.31 -0.66 -0.45
C -0.51 -1.78 0.19
O -0.66 -2.24 1.30
O 1.31 0.20 -0.07
H 1.74 2.53 0.33
H 0.09 3.15 -0.02
H 0.50 2.50 1.60
H -2.37 -0.86 -0.25
H -1.13 -0.72 -1.54
O 0.37 -2.39 -0.75
H 0.83 -3.14 -0.34
H 1.18 -0.63 -0.68
```

Results of the Mulliken charge analysis, in e, for atoms 1 through 5: number 1, C, carries -0.9547; number 2, C, carries 0.7612; number 3, N, carries -0.4941; number 4, C, carries -0.4779; number 5, C, carries 0.5831



5.
Computed, not measured: a structure of composition C10H9Br2NOTi, with ωB97M-V/def2-TZVPD.

- DFT total energy (Ha) = -6513.8481
- HOMO energy (spin up / spin down) (eV) = -6.6 / -7.9
- frontier orbital gap (spin up / spin down) (eV) = 5.7 / 7.0
- multiplicity = 3
- lowest unoccupied orbital energy (spin up / spin down) (Ha) = -0.0348 / -0.0341
- energy relative to the best compared isomer or geometry (same formula, charge and spin) (eV) = 0.8504

XYZ file:
```
24
C10H9Br2NOTi | the OMol25 dataset | ωB97M-V/def2-TZVPD
Ti -0.33 0.09 -2.10
C 0.47 0.08 -3.98
H 1.55 0.12 -3.76
H -0.13 -0.81 -4.29
H -0.15 0.95 -4.38
H -1.96 0.26 -2.85
H -2.02 0.21 -2.04
Br 0.03 -4.17 0.18
C 0.14 -2.47 0.94
C 0.15 -2.23 2.32
C 0.18 -0.94 2.83
Br 0.20 -0.76 4.75
C 0.20 0.19 1.98
C 0.20 1.53 2.39
C 0.15 2.51 1.43
C 0.13 2.25 0.07
N 0.13 0.96 -0.33
C 0.19 -0.07 0.58
C 0.16 -1.39 0.05
O 0.09 -1.54 -1.28
H 0.15 -3.05 3.02
H 0.24 1.74 3.45
H 0.11 3.55 1.72
H 0.11 2.99 -0.71
```

Results of the Mulliken charge analysis, in e, for atoms 1 through 5: number 1, Ti, carries 0.5262; number 2, C, carries -1.3385; number 3, H, carries 0.3654; number 4, H, carries 0.3510; number 5, H, carries 0.3161



6.
Computed, not measured: a structure of composition C43H29BrN8O3Ru, with ωB97M-V/def2-TZVPD.

- DFT total energy (Ha) = -4988.7293
- total charge = -1
- HOMO energy (spin up / spin down) (eV) = -3.4 / -3.9
- frontier orbital gap (spin up / spin down) (eV) = 5.3 / 5.1
- multiplicity = 2
- lowest unoccupied orbital energy (spin up / spin down) (Ha) = 0.0719 / 0.0451
- energy relative to the best compared isomer or geometry (same formula, charge and spin) (eV) = 4.9329

XYZ file:
```
85
C43H29BrN8O3Ru | the OMol25 dataset | ωB97M-V/def2-TZVPD
Ru -0.07 -0.43 -0.08
C -2.92 -1.68 -5.83
C -3.21 -0.31 -5.81
C -2.97 0.46 -4.69
C -2.42 -0.17 -3.58
C -1.98 0.32 -2.30
N -1.44 -0.70 -1.57
C -1.50 -1.83 -2.32
N -1.11 -3.07 -1.97
C -0.26 -3.28 -1.00
C 0.20 -4.63 -0.63
C -0.29 -5.89 -0.92
C 0.35 -6.98 -0.35
C 1.45 -6.82 0.49
C 1.95 -5.55 0.77
C 1.31 -4.46 0.20
C 1.49 -3.01 0.37
N 2.50 -2.49 0.97
C 2.53 -1.15 1.29
N 1.42 -0.40 1.39
C 1.79 0.76 1.96
N 0.13 2.76 2.13
C -0.61 2.59 1.07
N -0.85 1.57 0.19
C -1.73 2.08 -0.77
N -2.18 1.57 -1.87
C -2.08 3.47 -0.43
C -2.95 4.37 -1.03
C -3.08 5.62 -0.44
C -2.37 5.95 0.71
C -1.50 5.04 1.31
C -1.38 3.80 0.70
C 3.15 0.82 2.29
C 4.03 1.76 2.87
C 5.35 1.44 2.95
C 5.85 0.20 2.48
C 5.01 -0.73 1.93
C 3.64 -0.44 1.83
N 0.46 -2.36 -0.32
C -2.13 -1.53 -3.59
C -2.37 -2.31 -4.72
H -3.11 -2.26 -6.73
H -3.63 0.15 -6.70
H -3.18 1.52 -4.68
H -1.14 -6.01 -1.58
H -0.01 -7.98 -0.55
H 1.93 -7.69 0.93
H 2.80 -5.40 1.42
H -3.50 4.09 -1.92
H -3.76 6.35 -0.88
H -2.50 6.93 1.15
H -0.95 5.29 2.20
H 3.66 2.72 3.22
H 6.05 2.15 3.38
H 6.91 -0.01 2.55
H 5.39 -1.68 1.56
H -2.13 -3.36 -4.73
C 2.15 2.21 -1.06
C 1.98 0.98 -1.96
C 1.13 1.36 -3.18
C 3.37 0.53 -2.42
O 1.46 -0.15 -1.31
H 2.58 3.04 -1.64
H 2.82 1.99 -0.23
H 1.19 2.53 -0.67
H 1.62 2.12 -3.79
H 0.16 1.75 -2.86
H 0.95 0.47 -3.79
H 3.88 1.32 -2.98
H 3.28 -0.35 -3.06
H 3.98 0.26 -1.56
Br 2.79 0.31 6.42
C 1.46 -0.63 5.46
C 1.28 -1.96 5.78
C 0.36 -2.73 5.08
C -0.39 -2.17 4.06
C -0.20 -0.84 3.73
C 0.73 -0.05 4.42
C 0.93 1.36 4.01
O 1.26 2.32 4.60
O 0.69 1.45 2.55
H 1.87 -2.40 6.58
H 0.25 -3.78 5.33
H -1.09 -2.77 3.50
H -0.77 -0.40 2.93
```

Results of the Mulliken charge analysis, in e, for atoms 1 through 5: number 1, Ru, carries -0.0894; number 2, C, carries -0.5787; number 3, C, carries -0.5644; number 4, C, carries -0.4171; number 5, C, carries 0.7129